1.
A cluster of 7 separate species, C21H42O13 in total at a distorted geometry, computed with the ωB97M-V functional and the def2-TZVPD basis.

Structure (XYZ):
```
76
Properties=species:S:1:pos:R:3
H -28.034 25.690 -8.973
H -17.623 26.427 -5.462
H -28.564 32.241 -6.355
C -25.467 26.415 -3.739
H -20.265 27.574 -2.983
O -21.517 24.414 3.809
H -30.269 27.947 1.382
H -19.671 26.588 -1.609
H -18.797 27.719 -5.279
C -23.422 26.490 1.815
H -24.343 26.174 1.325
H -33.342 26.421 -4.491
C -21.760 25.608 3.302
H -25.417 27.022 -2.835
O -28.985 29.271 0.569
O -29.222 31.455 0.747
O -26.985 25.863 -10.740
C -27.864 31.468 -8.208
O -26.464 26.898 -12.562
C -26.087 25.055 -3.489
H -27.291 24.250 -9.514
H -22.703 26.768 1.044
H -32.179 26.653 -5.860
O -21.131 26.633 3.396
H -27.032 31.296 -6.242
H -19.553 24.513 3.667
O -27.272 24.895 -3.815
O -27.269 30.381 0.132
C -32.384 26.131 -4.925
C -29.054 31.043 -9.142
H -20.091 24.789 5.277
H -32.625 22.751 -4.224
H -26.224 31.994 0.783
O -28.662 27.005 -11.835
H -18.838 28.047 -2.083
C -27.464 26.643 -11.705
O -18.490 25.139 -3.377
C -30.296 28.887 0.831
C -20.269 24.157 4.406
H -28.630 30.826 -10.123
H -31.609 26.338 -4.187
C -32.313 24.664 -5.093
H -26.033 27.059 -4.412
H -27.364 27.310 -14.406
H -20.202 23.075 4.521
H -26.970 28.714 -13.336
O -26.882 32.027 -8.622
C -18.133 27.053 -4.729
O -22.967 25.432 2.628
H -17.314 27.712 -4.440
H -31.789 23.804 -3.220
H -23.791 27.315 2.425
C -27.847 25.114 -9.879
H -28.745 24.860 -10.442
H -25.594 23.381 -2.108
C -19.383 27.188 -2.473
C -26.648 27.741 -13.706
C -26.464 31.514 -0.166
H -24.320 24.570 -2.403
H -29.571 30.165 -8.755
C -28.025 31.354 -6.688
H -30.882 28.741 -0.076
H -24.489 26.207 -4.172
C -28.567 30.476 0.504
H -29.784 31.798 -9.434
H -25.630 31.033 -0.676
C -32.631 23.795 -3.911
H -26.929 32.208 -0.866
H -24.723 23.416 -3.655
H -33.629 23.935 -3.497
H -30.642 29.651 1.528
H -25.704 27.897 -14.228
H -28.460 30.427 -6.315
O -32.137 24.217 -6.251
C -18.597 26.369 -3.457
C -25.149 24.030 -2.861
```

Properties
Lowest unoccupied orbital energy: 0.001 eV
HOMO energy: -9.57 eV
Relative energy (zero: lowest compared OMol25 entry of this formula, charge and spin): 27.29 kcal/mol
Electronic energy: -49072.8569 eV
SMILES: COC(=O)OC.COC(=O)OC.COC(=O)OC.CC(C)=O.CC(C)=O.CC(C)=O.CC(C)=O

---

2.
The molecule C21H42O4, computed with the ωB97M-V functional and the def2-TZVPD basis.

Structure (XYZ):
```
67
Properties=species:S:1:pos:R:3
H -4.044 -2.514 -4.186
C -3.334 0.857 -0.224
C -1.416 2.832 1.432
O 1.923 -3.026 1.004
H 0.038 -3.140 0.156
H -3.153 4.047 1.100
C 4.151 1.592 -0.859
H -3.752 1.618 1.748
H 4.649 0.392 0.866
H -4.213 -3.537 -2.759
H 0.701 1.877 -0.337
C 0.516 -3.211 1.139
C 2.097 2.968 -1.547
H 0.370 -4.215 1.539
C -0.358 3.932 1.326
H -3.685 -0.530 -2.742
C -2.700 3.151 0.668
H -2.668 -1.686 -0.802
H -1.671 2.695 2.486
H 3.791 -0.903 -1.752
H -0.281 -0.064 2.419
C 0.365 3.985 -0.022
H 1.287 -0.562 1.748
C -3.704 1.997 0.724
H -2.285 0.596 -0.089
H 0.389 3.781 2.110
O -1.509 -2.377 2.130
H -2.470 3.369 -0.376
H -0.366 4.044 -0.830
H -4.090 -0.678 1.066
H 4.242 -3.085 -0.563
O -0.325 -0.410 0.445
H 0.962 4.900 -0.056
H 2.703 3.875 -1.473
C -4.181 -0.391 0.014
C -3.745 -2.635 -3.147
C -0.121 -2.183 2.103
H 4.200 2.465 -0.205
C 0.203 -0.733 1.703
H 0.211 -0.841 -0.246
H -3.461 1.201 -1.253
H 5.377 -0.986 -0.981
H 0.252 -2.366 3.116
H -4.699 2.366 0.466
H 2.395 0.877 -1.904
H 1.966 2.690 0.588
H -5.234 -0.166 -0.172
C 1.289 2.792 -0.263
H -0.834 4.898 1.510
H 1.402 3.108 -2.380
H 2.961 0.294 0.364
C 3.988 0.336 -0.002
H -5.238 -1.288 -2.388
O 1.621 -1.834 -0.870
C 2.356 -2.313 -0.037
C -3.753 -1.573 -0.858
H -0.999 1.896 1.068
C 3.858 -2.198 -0.052
H 4.224 -2.219 0.975
C -4.156 -1.420 -2.324
C 4.304 -0.935 -0.790
H 5.107 1.531 -1.383
H -1.889 -1.868 1.397
H 3.420 1.931 -2.867
H -2.665 -2.769 -3.116
H -4.205 -2.488 -0.466
C 3.006 1.780 -1.868
```

Properties
Lowest unoccupied orbital energy: 0.784 eV
HOMO energy: -10.12 eV
Relative energy (zero: lowest compared OMol25 entry of this formula, charge and spin): 3.13 kcal/mol
Electronic energy: -30649.7163 eV
SMILES: CCCCCCCCCCCCCCCCCC(=O)OC[C@H](O)CO

---

3.
A cluster of 3 separate species, C21H43Br2ClF3N2O9PS in total at a distorted geometry, computed with the ωB97M-V functional and the def2-TZVPD basis.

Structure (XYZ):
```
83
Properties=species:S:1:pos:R:3
H -4.909 2.548 -5.996
H 5.822 4.180 -2.975
C -6.391 0.896 -4.658
H -3.312 1.759 -0.711
F -2.065 -5.545 -0.027
Br -2.660 -0.353 1.988
S 0.862 -0.214 2.774
N 4.025 4.104 0.930
H -4.846 -2.645 -3.003
H -4.074 -2.144 -0.795
H 5.824 3.843 -1.252
H 4.946 3.889 0.563
C -2.930 -4.384 0.258
Br 1.016 -5.770 1.960
H 4.380 3.449 -2.248
H -2.541 -2.587 3.334
C -3.808 1.061 -1.394
C 0.853 -2.096 2.441
C 3.109 3.011 0.598
H 1.155 -2.568 3.494
H 6.130 0.844 1.484
H -5.354 -0.995 -1.092
H 4.065 1.558 1.934
Cl 4.784 -2.538 0.762
O 0.552 0.532 1.437
H -4.887 1.206 -1.308
C -4.271 -1.720 -2.880
H -0.385 -1.840 4.926
O -0.333 0.122 3.988
H 2.841 3.024 -0.463
H 2.361 -1.324 0.923
C -0.960 -2.924 0.509
H 3.170 -2.502 4.323
H 3.086 6.552 -1.331
O 2.205 0.310 3.322
C 3.927 -2.390 3.433
C 2.050 -2.381 1.387
N -4.698 -0.761 -3.907
H 0.668 -4.664 4.752
O -5.744 2.069 -4.143
H -6.752 -1.153 -4.072
C -1.717 -1.826 2.944
C -6.092 -0.330 -3.777
H 2.964 0.871 0.740
F -4.050 -4.459 -0.757
O -0.310 -4.420 4.582
H -6.330 -0.054 -2.745
H 6.389 2.435 0.704
C 5.189 4.162 -2.081
C -0.629 -2.690 2.087
H -4.092 0.051 -3.848
H -4.363 3.505 -4.604
C 3.734 1.636 0.895
C -4.646 2.502 -4.935
H 4.893 -3.010 3.758
H 4.374 6.130 0.730
H 4.315 -1.264 3.348
O 4.719 5.480 -1.845
P -0.655 -4.474 2.880
H 2.748 4.855 -1.563
F -3.648 -4.479 1.585
H -2.002 -0.835 5.004
H -3.782 1.847 -4.794
C 6.083 1.398 0.543
O -2.344 -3.065 0.112
C -1.080 -1.121 4.322
H 3.476 -4.172 2.067
H 2.673 5.704 0.868
O -3.403 -0.256 -1.053
H 6.788 0.946 -0.161
H -3.461 1.305 -2.400
C 3.438 -3.006 2.005
C 3.480 5.548 -1.134
H -3.227 -1.968 -3.105
C 3.618 5.410 0.395
H -7.468 1.096 -4.611
H -0.230 -3.796 0.143
H -0.543 -1.959 -0.060
H -6.141 0.712 -5.707
C -4.343 -1.274 -1.406
O 4.785 1.338 -0.036
H 1.793 -3.054 0.460
H 2.190 3.121 1.184
```

Properties
Lowest unoccupied orbital energy: -0.909 eV
HOMO energy: -8.29 eV
Electronic energy: -224757.0959 eV
SMILES: C[C@H](Cl)C[C@@H]1[C@@](COC(F)(F)F)(P(O)Br)[C@H](Br)COS1(=O)=O.COCCNCCOC.COCCNCCOC

---

4.
A cluster of 3 separate species, C21H43BrN2O5P in total, computed with the ωB97M-V functional and the def2-TZVPD basis.

Structure (XYZ):
```
73
Properties=species:S:1:pos:R:3
C -1.773 -0.028 -1.429
H 3.703 1.102 -3.513
H -2.946 -3.995 0.364
H 4.893 1.736 -6.998
C 4.433 -2.988 2.393
H 2.018 1.699 1.270
C -4.700 2.585 -0.003
O 5.607 1.897 -3.695
H -6.906 4.135 -0.126
C -7.392 3.646 0.725
H 3.940 1.848 3.627
H -1.609 0.387 -2.408
C -2.760 -1.572 2.350
C -5.556 2.177 1.187
H 3.895 1.000 -5.749
C -0.925 -0.743 0.725
H 1.512 -2.745 1.515
C -2.536 -3.929 1.363
C 4.613 1.797 -5.946
H -0.027 -1.436 2.569
H -3.539 -0.888 2.694
H -8.818 2.070 1.100
N -3.000 -0.345 -1.111
Br -2.544 -5.726 2.076
H 2.646 2.991 3.169
H 3.784 1.841 1.167
H 0.668 0.007 1.904
C 5.146 -0.454 -3.111
C 2.959 1.445 1.747
H 4.628 1.331 -2.043
H 2.231 1.385 3.745
O 4.007 -1.805 0.247
H 5.374 -3.476 2.625
P 2.772 -0.864 0.509
H -4.400 -2.945 1.922
H -4.909 1.947 2.038
H -9.139 3.021 -0.358
H 4.453 -1.050 -2.517
H 0.302 0.034 -0.865
O 3.107 -0.006 1.800
H -1.984 -1.531 3.102
H 6.338 0.709 -5.228
C 0.249 -0.958 1.637
H -4.159 3.507 0.210
H -6.117 1.259 0.955
N -3.168 -0.831 0.099
H 3.657 -3.487 2.965
C 1.313 -1.845 0.941
C 2.962 1.952 3.173
H 6.573 2.443 -5.357
H 3.294 -3.722 0.681
C 4.704 0.999 -3.078
H 4.518 -1.949 2.696
H -4.131 -1.057 0.317
H 0.943 -2.178 -0.026
H -5.296 2.745 -0.902
H -3.979 1.798 -0.224
C -3.362 -2.985 2.244
C -8.355 2.572 0.250
H -7.940 4.419 1.261
H -7.858 1.815 -0.361
H 4.115 2.752 -5.772
H 4.996 -3.552 0.392
H -3.393 -3.390 3.250
O 2.439 -0.041 -0.667
C 5.851 1.678 -5.072
H 5.159 -0.862 -4.122
C -0.707 -0.220 -0.548
C 4.152 -3.090 0.891
H 6.150 -0.560 -2.698
O -6.421 3.180 1.652
C -2.256 -1.039 1.049
H -1.498 -3.617 1.333
```

Properties
Lowest unoccupied orbital energy: -4.742 eV
HOMO energy: -10.97 eV
Electronic energy: -115017.9442 eV
Charge: +1

---

Number 1: Kohn-Sham gap 0.352 Ha. Number 2: Kohn-Sham gap 0.401 Ha. Number 3: Kohn-Sham gap 0.271 Ha. Number 4: Kohn-Sham gap 0.229 Ha.